[1]
A cluster of 6 separate species, C4H20FN9O4 in total. Source: the Open Molecules 2025 dataset; level of theory: ωB97M-V/def2-TZVPD.

XYZ file:
```
38
Properties=species:S:1:pos:R:3:forces:R:3
N -17.923917 -29.100549 10.230124 0.5 -0.7 0.1
H -17.681724 -28.601313 9.386194 0.3 0.6 -0.8
H -17.144237 -29.129026 10.871520 1.2 -0.1 0.4
H -18.189818 -30.051713 10.018711 -0.2 -0.8 -0.2
H -18.658372 -28.649844 10.756943 -1.6 0.9 0.5
F -19.940710 -27.941522 11.347182 -0.3 0.4 0.2
C -22.778944 -26.674598 9.592364 -1.2 -0.1 -2.0
O -23.872832 -26.659919 9.112768 -3.8 1.1 -1.5
N -21.803518 -25.929227 9.132795 2.6 1.8 -0.5
N -22.471235 -27.591933 10.420230 0.8 -3.2 3.6
H -20.983530 -25.956177 9.721854 0.4 0.8 -0.5
H -22.076735 -25.178929 8.514328 0.5 0.0 0.4
H -21.529761 -27.759780 10.745143 0.2 0.0 0.5
H -23.257320 -28.168621 10.684053 0.5 0.0 0.1
C -21.858338 -25.768172 13.655764 -6.7 2.1 1.5
O -22.709059 -24.924175 13.986030 0.7 0.4 0.8
N -20.796900 -25.547298 13.034199 6.3 2.7 -3.0
N -22.121017 -27.026639 13.643880 -1.3 -5.8 1.1
H -20.743502 -24.620902 12.635394 0.5 -0.3 -0.1
H -20.410177 -26.359477 12.574958 0.6 0.6 -0.7
H -21.458715 -27.647842 13.201648 -0.3 -0.3 0.2
H -22.929587 -27.448149 14.078202 0.2 0.5 -0.1
C -20.647632 -30.311602 8.145374 -0.6 -1.8 0.2
O -20.688922 -31.380623 7.501761 0.0 1.6 1.4
N -20.369086 -29.113882 7.697864 1.1 3.1 -2.9
N -20.899315 -30.069237 9.463645 -0.9 -3.3 1.6
H -20.303564 -28.905778 6.711702 0.1 -0.2 0.3
H -20.632986 -28.364879 8.321917 0.1 0.3 -0.7
H -21.256951 -30.862525 9.976382 0.3 0.3 0.3
H -20.630448 -29.243983 9.980128 0.1 -0.2 0.0
C -18.194869 -29.535488 13.860005 -1.3 2.2 -0.6
O -18.475311 -30.378659 13.078831 -0.3 -3.0 -2.1
N -18.583180 -28.292498 13.833370 -2.2 5.0 -1.7
N -17.553484 -29.603149 14.968634 4.0 -4.0 5.1
H -18.229216 -27.674774 14.549768 -0.5 0.1 -0.6
H -19.067466 -27.882863 13.047398 0.1 -0.3 -0.3
H -17.234288 -30.531574 15.205787 0.3 0.3 0.4
H -17.257205 -28.805507 15.512769 0.0 -0.7 -0.2
```
Positions in Å, forces in eV/Å.

Results
- HOMO level (spin up / spin down): -0.011 / -0.249 hartree
- <S²>: 0.75
- Charge: -1
- LUMO energy (spin up / spin down): 2.92 / 2.76 eV
- 2S+1: 2

***

[2]
A structure of composition C25H48N3O4ReS3Si. Source: the Open Molecules 2025 dataset; level of theory: ωB97M-V/def2-TZVPD.

XYZ file:
```
85
Properties=species:S:1:pos:R:3:forces:R:3
Re -0.532675 -0.407315 -0.387241 0.4 0.5 0.5
C 0.972682 2.615293 3.173984 0.0 -0.2 0.0
C 0.793536 1.223313 2.626986 0.1 0.3 0.2
C 1.850616 0.318947 2.582128 0.1 0.0 0.1
C 1.692986 -1.008602 2.157139 0.0 0.1 0.0
C 0.439602 -1.479116 1.822352 0.0 0.1 0.1
C -0.665595 -0.585102 1.843762 0.0 0.3 -0.1
C -0.453397 0.770592 2.212730 -0.3 -0.3 0.2
H 0.198306 3.290620 2.811200 0.0 0.0 0.0
H 1.954023 3.023413 2.932010 0.0 0.0 0.0
H 0.900998 2.589747 4.264264 0.0 0.0 0.0
H 2.832681 0.649213 2.908189 0.0 0.0 0.0
H 2.541914 -1.681849 2.170368 0.0 0.1 0.0
H 0.273073 -2.530795 1.644259 0.0 0.0 0.0
H -1.678349 -0.968247 1.839181 0.0 -0.1 0.3
H -1.305163 1.440529 2.261389 0.0 0.0 -0.1
C 1.645476 2.625059 -2.466902 -0.1 0.1 0.0
C 1.515979 2.420948 -0.968438 0.0 0.2 -0.2
C 2.600708 1.539726 -0.404809 0.0 -0.2 0.0
C 1.493052 3.769084 -0.274013 -0.1 0.0 0.1
O 0.162634 1.722427 -0.685104 0.5 -0.4 0.0
Si -1.281110 2.546184 -0.919174 -0.4 -0.3 -0.1
S -2.438196 0.697222 -0.453914 -0.1 0.0 -0.7
O -1.549027 2.971308 -2.403401 0.0 0.2 0.0
C -2.113256 2.661430 -3.722275 0.1 0.0 0.0
C -3.615835 2.552286 -3.576534 -0.1 0.0 0.1
C -1.725545 3.826237 -4.611977 0.0 0.1 -0.1
C -1.487365 1.368025 -4.207288 0.1 -0.1 0.0
O -1.508524 3.584350 0.241633 0.0 0.2 0.2
C -2.387728 4.760612 0.521675 0.0 0.0 -0.1
C -1.708543 5.496308 1.653525 0.1 0.0 0.1
C -3.736490 4.207946 0.932331 -0.1 -0.2 0.0
C -2.487454 5.620476 -0.724048 0.1 0.0 -0.1
H 2.609275 3.095922 -2.672141 0.0 0.0 0.1
H 0.866149 3.294105 -2.835863 0.1 0.0 0.0
H 1.584458 1.687437 -3.005486 0.0 -0.1 0.0
H 3.560432 1.843629 -0.823174 0.0 0.0 0.0
H 2.449480 0.489369 -0.664924 0.0 0.0 0.0
H 2.662250 1.632025 0.674503 0.0 0.0 0.0
H 2.483416 4.217370 -0.369211 0.0 0.0 0.0
H 1.252089 3.675843 0.783037 0.0 0.0 0.0
H 0.778668 4.455254 -0.735582 0.1 0.0 0.0
H -4.036376 3.490322 -3.209487 0.0 0.0 0.0
H -3.901805 1.747619 -2.890207 0.1 0.0 -0.1
H -4.062595 2.341589 -4.549385 0.0 0.0 0.0
H -2.151571 4.757065 -4.234675 0.0 0.0 0.0
H -2.103900 3.662640 -5.623064 0.0 0.0 0.1
H -0.640055 3.931303 -4.663259 -0.1 0.0 0.0
H -1.714893 0.536252 -3.528752 0.0 0.1 0.0
H -0.403255 1.470389 -4.284226 -0.1 0.0 0.0
H -1.881286 1.118007 -5.193265 0.0 0.0 0.0
H -1.577970 4.841792 2.518416 0.0 0.1 0.0
H -2.325253 6.341875 1.960207 0.0 0.0 0.0
H -0.735789 5.881679 1.343687 0.0 0.0 0.0
H -3.640353 3.558040 1.806017 0.0 0.0 0.0
H -4.196758 3.644068 0.113440 0.0 0.1 0.1
H -4.409135 5.025519 1.192673 0.0 0.0 0.0
H -1.508673 6.009587 -1.014258 0.0 0.0 0.0
H -3.141132 6.469255 -0.520864 0.0 0.0 0.0
H -2.907875 5.063612 -1.563595 0.0 0.0 0.1
C -2.741007 -2.986061 -2.374755 0.0 0.1 -0.2
S -2.641898 -3.117738 -0.609344 0.2 -0.3 -0.1
C -4.103737 -2.240685 -0.138996 -0.1 0.1 0.1
O -1.393364 -2.273970 -0.187215 -0.2 -0.2 0.3
H -3.443793 -3.748159 -2.721230 0.0 0.1 0.0
H -1.749467 -3.210179 -2.768348 -0.1 0.0 0.0
H -3.073736 -1.990270 -2.668461 0.1 0.0 0.0
H -4.936502 -2.928883 -0.310579 0.0 0.0 0.0
H -4.221001 -1.336219 -0.728597 -0.1 0.0 0.0
H -4.037052 -2.026447 0.927729 -0.1 0.0 0.0
C 2.061310 -0.459198 -5.698740 0.0 0.0 0.0
C 2.958350 -0.548322 -4.458210 -0.1 -0.1 0.0
C 2.232348 -1.157465 -3.294710 0.2 0.0 -0.1
N 1.263716 -0.610276 -2.668103 -0.3 -0.2 0.5
N 0.786812 -1.404693 -1.620054 0.1 0.1 -0.4
C 1.410355 -2.607764 -1.534498 -0.3 0.5 -0.2
N 1.100532 -3.568765 -0.680745 -0.1 -0.1 0.1
S 2.665965 -2.743322 -2.678750 0.2 0.0 -0.2
H 2.628841 -0.034818 -6.523688 0.0 0.0 0.0
H 1.198175 0.180742 -5.509480 0.0 0.0 0.0
H 1.706793 -1.443788 -6.005424 0.0 0.0 0.0
H 3.299929 0.443000 -4.159956 0.0 0.0 0.0
H 3.845941 -1.141980 -4.677695 0.0 0.0 0.0
H 0.226377 -3.512745 -0.178787 0.0 0.0 0.0
H 1.592193 -4.450189 -0.703283 0.0 0.0 0.0
```
Positions in Å, forces in eV/Å.

Results
- HOMO level (spin up / spin down): -0.646 / -0.638 hartree
- <S²>: 0.76
- Energy above the lowest of the compared OMol25 structures with the same formula, charge and spin: 17.8 kcal per mole
- Charge: +3
- LUMO energy (spin up / spin down): -10.80 / -10.70 eV
- 2S+1: 2

***

[3]
The molecule C12H16N2O4. Source: the Open Molecules 2025 dataset; level of theory: ωB97M-V/def2-TZVPD.

XYZ file:
```
34
Properties=species:S:1:pos:R:3:forces:R:3
N 1.891167 0.169108 1.339873 1.3 -0.5 0.4
C 0.728626 -0.413933 0.684053 0.0 0.0 0.3
C -0.469333 0.552514 0.824121 0.1 -1.0 -0.5
C -1.135774 0.391628 2.132238 -0.9 0.0 2.9
C -0.523171 0.885993 3.369824 -1.3 -0.3 -1.5
C -1.111973 0.731104 4.607797 -0.5 -1.6 0.4
C -2.406015 0.107525 4.723872 2.0 1.4 -2.8
C -3.062936 -0.287824 3.539683 0.5 -0.3 1.7
C -2.366640 -0.307157 2.292081 -2.3 -0.4 -0.6
C 0.925472 -0.693826 -0.769958 0.4 -1.7 -2.4
O 1.037247 -1.817808 -1.298695 -0.4 1.2 1.8
N 1.011945 0.388561 -1.598505 -0.6 4.0 2.6
C 0.906348 0.349764 -2.980968 0.5 -2.3 -1.2
C 1.933067 -0.765499 -3.519888 -2.1 2.0 1.7
O 2.075309 -0.289810 -4.844252 2.2 -3.3 -2.3
C -0.491868 0.050860 -3.473249 -4.3 0.8 -0.4
O -1.594310 0.316442 -2.885969 4.9 -1.6 -2.3
O -0.422125 -0.374988 -4.795332 -1.6 0.9 1.8
H 2.548285 -0.594750 1.635318 -0.6 1.5 -0.7
H 2.360902 0.975912 0.872116 -0.6 -1.3 0.4
H 0.564536 -1.373696 1.191511 -0.2 0.2 -0.3
H -1.200696 0.426856 0.016250 0.2 -0.2 0.1
H 0.024569 1.493038 0.654063 -0.3 0.9 0.4
H 0.380525 1.471471 3.358999 0.3 -0.2 -0.5
H -0.453249 0.913059 5.489213 -1.0 0.3 -0.6
H -2.867260 0.104664 5.656057 -0.9 -0.3 1.4
H -4.115206 -0.643870 3.753678 1.3 0.1 -1.1
H -3.063216 -0.889829 1.483593 2.4 1.9 1.3
H 0.741820 1.356519 -1.258770 0.5 -2.1 0.1
H 1.074975 1.301258 -3.501423 0.7 0.1 0.6
H 2.838511 -0.631281 -2.888974 -0.3 -0.4 -0.7
H 1.357344 -1.702545 -3.257185 1.3 0.6 -1.3
H 2.424734 -1.081527 -5.405709 -0.8 2.2 1.2
H 0.458388 -0.117932 -5.145462 0.0 -0.5 0.2
```
Positions in Å, forces in eV/Å.

Results
- HOMO level: -0.324 hartree
- SMILES string: N[C@@H](Cc1ccccc1)C(=O)N[C@@H](CO)C(=O)O
- Energy above the lowest of the compared OMol25 structures with the same formula, charge and spin: 75.9 kcal per mole
- LUMO energy: 0.37 eV

***

E in eV, matching the order above: -28792.953 -81856.251 -23871.936
Largest force on an atom in eV/Å, matching the order above: 7.63 0.81 5.65